Computed, not measured: a 2-piece molecular cluster, C3H2NO3 overall, with ωB97M-V/def2-TZVPD.

Values from the calculation:
net charge = -1
highest occupied orbital energy = -3.31 eV
LUMO level = 4.13 eV
calculated total energy = -395.9901 hartree
gap between HOMO and LUMO = 7.43 eV
energy relative to the best compared isomer or geometry (same formula, charge and spin) = 53.75 kcal per mole

```
9
Properties=species:S:1:pos:R:3:forces:R:3:lowdin_charge:R:1
C -1.2547 -0.4379 -0.0732 0.0 -0.4 0.5 -0.589
C 1.1311 1.1057 0.6309 -0.9 -0.9 -1.3 -0.567
C -0.2093 0.0264 -0.8275 1.3 1.3 0.6 -0.115
N -0.3092 -1.4368 -0.4348 -0.3 -0.6 0.0 0.027
O 1.6371 0.1945 1.1915 0.3 -0.5 0.5 0.056
O -2.2228 -0.3234 0.6449 -0.2 -0.1 -0.1 0.008
O 1.0055 2.2632 0.4343 0.0 0.8 0.0 0.064
H -0.1373 0.2986 -1.8649 -0.2 0.0 -0.3 0.058
H 0.3596 -1.6904 0.2990 -0.1 0.3 0.0 0.059
```
Forces are in eV/Å.

---

Computed, not measured: one molecule with the formula C4H5NO2, with ωB97M-V/def2-TZVPD.

Values from the calculation:
highest occupied orbital energy = -9.93 eV
LUMO level = 0.68 eV
calculated total energy = -360.6244 hartree
SMILES = O=C[C@H]1CN=CO1
gap between HOMO and LUMO = 10.60 eV
energy relative to the best compared isomer or geometry (same formula, charge and spin) = 28.23 kcal per mole

```
12
Properties=species:S:1:pos:R:3:forces:R:3:lowdin_charge:R:1
O -2.5427 0.7031 0.3949 0.2 -0.3 -0.1 0.074
C -1.7562 -0.1483 0.0724 0.0 0.2 0.0 -0.199
C -0.3969 0.1849 -0.5093 -0.1 0.2 0.0 -0.240
C 0.5732 0.8385 0.5166 -0.1 0.2 0.1 -0.135
N 1.7231 -0.0645 0.5654 -0.1 -0.4 -0.3 0.073
C 1.4524 -1.0214 -0.2135 0.2 0.1 0.2 -0.217
O 0.2739 -1.0260 -0.8899 0.0 0.0 0.0 -0.027
H -1.9623 -1.2333 0.1933 0.0 0.1 0.0 0.138
H -0.5367 0.8007 -1.4038 0.0 -0.1 0.1 0.159
H 0.8888 1.8385 0.2068 -0.1 -0.2 0.0 0.119
H 0.1241 0.9270 1.5114 0.0 0.0 -0.1 0.120
H 2.0887 -1.8771 -0.4122 -0.1 0.1 0.0 0.136
```
Forces are in eV/Å.

---

Computed, not measured: C4H6P2 as an isolated structure, with ωB97M-V/def2-TZVPD.

Values from the calculation:
highest occupied orbital energy (alpha / beta) = -7.88 / -7.88 eV
LUMO level (alpha / beta) = -0.61 / -0.61 eV
calculated total energy = -838.5930 hartree
gap between HOMO and LUMO (alpha / beta) = 7.27 / 7.27 eV
energy relative to the best compared isomer or geometry (same formula, charge and spin) = 39.60 kcal per mole

```
12
Properties=species:S:1:pos:R:3:forces:R:3:lowdin_charge:R:1
C 0.3387 -0.8518 0.7517 -0.8 -0.7 -1.4 -0.788
C -0.4320 0.7294 -0.8945 0.5 0.3 0.9 -0.846
C 0.8221 -1.9900 1.6023 0.5 0.3 0.9 -0.213
C -0.7956 1.9785 -1.6118 -1.6 -1.0 0.0 -0.208
P 0.6806 0.7865 0.7047 -0.4 -0.6 -0.7 0.838
P -0.9204 -0.8632 -0.8275 1.0 0.2 0.8 0.834
H 0.0693 -2.3159 2.3620 0.4 -0.1 -0.9 0.081
H 1.6183 -1.5742 2.1971 0.4 0.5 0.7 0.036
H 1.4104 -2.8362 1.1685 -1.3 0.4 -0.4 0.082
H -1.2884 1.8867 -2.5673 -0.8 -0.8 -0.2 0.059
H 0.0018 2.5688 -1.9485 1.6 1.1 0.6 0.043
H -1.5049 2.4813 -0.9368 0.5 0.5 -0.3 0.084
```
Forces are in eV/Å.

---

Computed, not measured: one molecule with the formula C14H22N4O2, with ωB97M-V/def2-TZVPD.

Values from the calculation:
highest occupied orbital energy = -8.43 eV
LUMO level = 0.72 eV
calculated total energy = -916.1940 hartree
SMILES = COCCCNC(=O)C1CCN(c2ncccn2)CC1
gap between HOMO and LUMO = 9.15 eV
energy relative to the best compared isomer or geometry (same formula, charge and spin) = 3.84 kcal per mole

```
42
Properties=species:S:1:pos:R:3:forces:R:3:lowdin_charge:R:1
C 3.5567 -2.3747 -2.5213 0.0 0.0 0.0 -0.100
H 4.5228 -2.5549 -2.0348 0.0 0.0 0.0 0.091
O 3.4287 -1.0209 -2.9030 -0.1 0.0 -0.2 -0.199
C 3.7099 -0.0939 -1.8859 0.0 0.2 0.3 -0.244
C 2.7512 -0.1551 -0.6914 -0.1 -0.1 -0.5 -0.157
H 2.8890 -1.0985 -0.1606 0.0 0.0 0.1 0.108
H 2.9885 0.6607 -0.0060 0.0 0.0 0.1 0.115
C 1.2929 -0.0721 -1.1507 0.3 -0.2 0.0 -0.163
N 0.3744 -0.4246 -0.0916 0.1 0.4 -0.1 0.084
C 0.0843 -1.7089 0.1895 -0.3 0.1 0.6 -0.471
O 0.5577 -2.6397 -0.4337 0.2 -0.4 -0.3 0.064
C -0.9187 -1.9480 1.3205 0.0 -0.3 -0.1 -0.212
C -0.8021 -0.9801 2.5118 -0.2 0.1 0.0 -0.114
H 0.1743 -0.4926 2.5038 0.0 0.0 0.1 0.113
C -1.9188 0.0748 2.4950 0.2 0.0 0.5 -0.147
N -2.2082 0.4931 1.1473 0.0 -0.2 0.1 -0.083
C -1.9609 1.7400 0.7104 0.0 0.6 -0.1 -0.385
N -1.4139 2.6110 1.5750 0.0 -0.2 0.2 0.123
C -1.1885 3.8295 1.1271 0.0 0.1 -0.3 -0.138
C -1.4788 4.2190 -0.1729 0.0 0.0 0.0 -0.067
C -2.0230 3.2365 -0.9891 0.2 0.3 0.1 -0.135
N -2.2671 2.0125 -0.5681 -0.2 -0.4 0.0 0.132
H -2.2756 3.4304 -2.0244 0.0 0.1 -0.1 0.108
H -1.2902 5.2179 -0.5263 0.0 0.1 0.0 0.091
H -0.7507 4.5136 1.8440 0.0 0.1 0.0 0.108
C -2.7172 -0.5189 0.2447 -0.2 -0.2 -0.3 -0.148
H -3.8083 -0.4316 0.1630 0.1 0.0 -0.1 0.127
C -2.3403 -1.9152 0.7395 0.1 0.1 0.0 -0.120
H -2.4099 -2.6183 -0.0910 -0.1 0.0 0.0 0.125
H -3.0381 -2.2434 1.5123 0.0 -0.1 0.0 0.116
H -2.2972 -0.3277 -0.7456 -0.1 -0.1 0.1 0.111
H -2.8322 -0.3413 2.9337 0.0 0.0 0.0 0.126
H -1.6281 0.9568 3.0657 -0.1 -0.2 0.0 0.109
H -0.8729 -1.5386 3.4462 0.1 0.0 0.0 0.115
H -0.7211 -2.9704 1.6573 0.1 0.2 -0.1 0.144
H -0.0005 0.3152 0.4773 0.0 -0.2 0.0 0.114
H 1.1471 -0.7817 -1.9695 0.0 0.2 0.0 0.123
H 1.0528 0.9323 -1.5046 0.0 0.0 0.0 0.128
H 3.6358 0.8824 -2.3730 0.1 0.0 0.1 0.124
H 4.7418 -0.2297 -1.5227 -0.1 0.1 -0.1 0.120
H 2.7492 -2.6932 -1.8550 0.0 0.0 0.0 0.072
H 3.5051 -2.9517 -3.4428 0.0 -0.1 0.1 0.090
```
Forces are in eV/Å.

---

Computed, not measured: a 9-piece molecular cluster, C12H42N2O9 overall, with ωB97M-V/def2-TZVPD.

Values from the calculation:
highest occupied orbital energy = -9.08 eV
LUMO level = 0.25 eV
calculated total energy = -1268.8968 hartree
SMILES = NC(N)=O.CCO.CCO.CCO.CO.CO.CO.CO.CO
gap between HOMO and LUMO = 9.32 eV
energy relative to the best compared isomer or geometry (same formula, charge and spin) = 14.05 kcal per mole

```
65
Properties=species:S:1:pos:R:3:forces:R:3:lowdin_charge:R:1
C -0.0432 -1.9186 5.1499 1.7 2.0 0.0 -0.058
C -0.5761 -1.6334 3.7669 -0.3 -1.5 0.1 -0.312
O -1.7263 -2.4266 3.4727 -0.3 -0.3 0.9 -0.073
H 0.3419 -2.8825 5.2776 0.3 -1.7 0.1 0.055
H -0.6933 -1.6694 5.9598 -1.0 -0.1 0.3 0.068
H 0.8533 -1.2465 5.3732 -1.0 -0.7 -0.7 0.091
H 0.1450 -1.8137 2.9900 0.6 -0.2 -0.1 0.078
H -0.7993 -0.6163 3.7489 -0.7 2.0 -0.3 0.074
H -2.1363 -2.2213 2.6267 0.4 0.4 -0.2 0.042
C -1.1422 1.9780 0.1782 1.2 -0.8 0.9 -0.041
C -0.5366 1.0650 1.3406 -2.7 0.3 -2.2 -0.248
O 0.0565 -0.1291 0.8862 1.8 0.6 0.3 -0.109
H -1.8729 2.6798 0.4865 -0.5 0.9 1.2 0.063
H -1.7590 1.4321 -0.5076 0.2 -0.9 -0.7 0.031
H -0.3702 2.5572 -0.3071 0.2 -0.1 -0.5 0.057
H -1.3953 0.7402 1.8988 -0.5 0.2 0.9 0.091
H 0.1224 1.6473 1.9335 0.8 0.2 0.5 0.094
H -0.5437 -0.6124 0.3288 -0.7 -0.4 -0.1 0.024
C -0.3949 -0.7878 -2.1496 0.2 1.1 1.0 -0.074
C 0.6238 -1.8445 -2.0461 1.0 -1.1 0.8 -0.324
O 0.2465 -2.9998 -2.7356 -1.0 -0.6 -1.8 -0.063
H -0.0232 0.0474 -1.5218 0.1 0.0 -1.0 0.074
H -1.2882 -1.0484 -1.6231 -0.9 -0.6 0.0 0.053
H -0.6101 -0.5284 -3.1734 0.0 0.3 -0.3 0.083
H 0.6965 -2.2367 -1.0363 0.4 1.0 0.7 0.085
H 1.5972 -1.4918 -2.3865 0.1 0.2 0.1 0.120
H 0.9053 -3.6748 -2.6087 0.5 -0.2 -0.2 0.075
C -1.4322 2.6890 -4.4436 5.3 4.9 -4.3 -0.665
O -0.7931 3.6610 -5.1577 -3.5 -3.8 3.0 -0.114
N -2.2135 1.8007 -4.9410 -3.9 -2.5 -2.9 0.157
N -1.0092 2.3279 -3.2893 1.6 0.6 4.7 0.158
H -2.4472 1.8865 -5.9060 -0.3 0.1 -0.4 0.113
H -2.7222 1.0970 -4.4056 0.5 0.6 -0.3 0.123
H -0.3017 2.9556 -2.8865 -0.4 -0.6 0.3 0.088
H -1.4156 1.5417 -2.7811 0.5 0.7 -0.2 0.084
C 2.8250 1.4391 0.0866 0.6 -0.9 -0.2 -0.128
O 2.9792 0.2467 -0.6996 -0.2 0.0 -0.1 -0.128
H 1.7858 1.7307 0.1288 -0.2 0.4 -0.1 0.048
H 3.4767 2.2146 -0.3214 -0.3 0.0 0.0 0.085
H 3.1575 1.1264 1.0627 0.1 0.7 0.7 0.061
H 2.8181 -0.4567 -0.0584 0.0 -0.1 -0.4 0.064
C -3.4676 -0.9059 0.3240 -0.6 -0.1 -1.3 -0.132
O -2.3456 -1.7013 0.5472 0.6 -1.5 0.4 -0.148
H -3.1899 -0.2725 -0.5047 -0.6 0.5 -0.7 0.056
H -3.6805 -0.2362 1.1320 -0.3 -0.1 0.8 0.084
H -4.2960 -1.5855 0.0396 -0.1 1.0 0.3 0.109
H -2.5519 -2.5140 0.0509 0.9 0.2 0.4 0.108
C 2.1161 0.7369 3.8323 -0.5 0.0 -1.5 -0.151
O 2.2907 -0.4343 2.9848 -1.5 0.6 -0.2 -0.154
H 2.8069 0.7574 4.6450 0.3 -0.9 0.8 0.069
H 1.0775 0.9074 4.1585 0.4 -0.4 0.1 0.076
H 2.4096 1.6474 3.3193 -0.1 0.2 -0.7 0.060
H 1.4742 -0.5489 2.3901 1.6 0.6 1.2 0.060
C 2.3834 4.2843 -2.9667 0.2 0.1 -0.1 -0.122
O 1.4809 3.2703 -2.4809 0.8 -0.3 -0.1 -0.170
H 2.3170 5.2234 -2.4132 -0.5 -0.4 0.6 0.077
H 2.1178 4.6073 -3.9671 0.1 -0.5 -0.5 0.075
H 3.4433 3.9966 -2.8902 -0.4 -0.2 -0.2 0.081
H 1.7046 2.3856 -2.8632 0.0 1.3 0.3 0.110
C -0.1102 -3.9202 0.8273 1.9 1.0 1.4 -0.206
O -0.5545 -4.3929 -0.3556 -1.3 -1.1 -2.7 -0.097
H -0.8897 -3.9954 1.5552 -0.5 -0.1 0.5 0.072
H 0.1921 -2.8534 0.7833 0.0 -0.3 0.1 0.063
H 0.7510 -4.5032 1.1558 0.1 0.1 0.5 0.096
H 0.1355 -4.5782 -1.0143 -0.5 0.3 0.7 0.082
```
Forces are in eV/Å.

---

Computed, not measured: one molecule with the formula C5H11N3O, with ωB97M-V/def2-TZVPD.

Values from the calculation:
highest occupied orbital energy = -7.27 eV
LUMO level = 0.65 eV
calculated total energy = -436.4282 hartree
gap between HOMO and LUMO = 7.92 eV
energy relative to the best compared isomer or geometry (same formula, charge and spin) = 137.31 kcal per mole

```
20
Properties=species:S:1:pos:R:3:forces:R:3:lowdin_charge:R:1
C 0.5888 0.2872 1.0502 -1.3 0.2 0.2 -0.115
C -0.3641 0.7844 0.1469 -0.9 -1.0 -1.2 -0.311
C -0.1236 2.2182 -0.3437 0.1 0.2 0.3 -0.038
C 2.2540 -1.2880 1.2043 0.6 -3.4 2.1 -0.020
C -2.1047 -0.3792 -1.2734 -1.7 0.1 0.1 -0.318
N -0.0871 -1.8285 0.6651 0.1 -2.6 0.1 0.131
N 0.7777 -1.0182 1.0775 2.7 0.8 0.1 -0.300
N -1.1667 -0.1586 -0.2618 -0.4 2.0 -0.4 0.044
O -2.5550 0.7529 -2.0645 3.8 0.9 0.1 -0.099
H 1.1544 0.7545 1.7642 1.5 1.9 0.9 0.084
H 0.1505 2.3236 -1.4184 -0.2 -0.3 0.7 0.085
H 0.6721 2.7193 0.2583 -0.5 -0.5 -0.5 0.081
H -1.0486 2.7435 -0.1385 -0.2 0.4 -0.3 0.073
H 2.8510 -1.1534 0.2931 -0.5 0.9 0.2 0.084
H 2.6964 -0.8056 2.1753 -0.9 -0.7 -2.1 0.124
H 2.3461 -2.4521 1.3325 -0.2 2.0 0.2 0.104
H -3.0374 -0.8284 -0.8759 0.2 0.7 0.5 0.121
H -1.8124 -1.2340 -1.8759 0.9 0.2 -0.6 0.109
H 0.4355 -2.6642 0.4267 0.1 -0.7 -0.1 0.058
H -1.6270 1.2266 -2.1418 -3.1 -0.9 -0.3 0.106
```
Forces are in eV/Å.